No. 1
Molecular formula: C36H30BIrN9OPSe
Method: DFT, ωB97M-V with the def2-TZVPD basis set

* 2S+1: 6
* HOMO-LUMO gap (spin up / spin down): 0.2292 / 0.2205 hartree
* charge: +1
* energy: -4829.65527 a.u.
* highest occupied orbital energy (spin up / spin down): -8.533 / -11.178 eV
* ΔE to the lowest compared entry with this formula, charge and spin: 0.0 kJ/mol
* max |F|: 0.4 eV/A

Element x y z (Å)
1 Ir 0.02 0.95 0.40
2 C 4.29 1.45 0.51
3 C 3.02 1.93 0.22
4 N 2.10 1.08 0.68
5 N 2.76 0.05 1.27
6 C 4.08 0.26 1.19
7 B 1.92 -1.00 2.06
8 N 1.01 -0.20 3.04
9 C 1.12 0.10 4.34
10 C 0.14 1.01 4.68
11 C -0.53 1.26 3.50
12 N -0.01 0.53 2.51
13 N 1.02 -1.76 1.06
14 C 0.90 -3.09 0.89
15 C 0.05 -3.32 -0.17
16 C -0.31 -2.05 -0.62
17 N 0.28 -1.12 0.13
18 N 2.79 -2.02 2.75
19 C 2.71 -2.65 3.95
20 C 3.70 -3.61 3.99
21 C 4.33 -3.50 2.74
22 N 3.78 -2.56 2.00
23 H 5.23 1.91 0.28
24 H 2.71 2.83 -0.28
25 H 4.77 -0.44 1.61
26 H 1.90 -0.32 4.95
27 H -0.05 1.43 5.65
28 H -1.35 1.93 3.28
29 H 1.45 -3.77 1.52
30 H -0.24 -4.27 -0.58
31 H -0.93 -1.77 -1.45
32 H 1.94 -2.43 4.66
33 H 3.91 -4.28 4.80
34 H 5.16 -4.07 2.36
35 O 0.45 3.48 1.40
36 C -0.31 3.07 0.51
37 C -1.29 3.69 -0.26
38 C -1.48 5.10 -0.29
39 C -2.38 5.64 -1.17
40 C -3.14 4.84 -2.05
41 C -3.01 3.47 -2.00
42 C -2.11 2.89 -1.10
43 P -1.97 1.16 -0.76
44 C -2.29 0.25 -2.28
45 C -1.65 0.65 -3.46
46 C -1.86 -0.06 -4.63
47 C -2.70 -1.16 -4.64
48 C -3.37 -1.54 -3.49
49 C -3.17 -0.84 -2.31
50 C -3.21 0.68 0.47
51 C -4.30 1.52 0.70
52 C -5.26 1.16 1.64
53 C -5.14 -0.03 2.34
54 C -4.05 -0.86 2.11
55 C -3.09 -0.51 1.19
56 H -0.89 5.74 0.36
57 H -2.51 6.72 -1.20
58 H -3.83 5.30 -2.74
59 H -3.61 2.84 -2.64
60 H -1.02 1.53 -3.46
61 H -1.36 0.26 -5.54
62 H -2.86 -1.70 -5.56
63 H -4.05 -2.38 -3.50
64 H -3.69 -1.13 -1.41
65 H -4.39 2.45 0.17
66 H -6.11 1.81 1.81
67 H -5.89 -0.31 3.06
68 H -3.95 -1.79 2.67
69 H -2.24 -1.17 1.03
70 Se 1.70 0.65 -2.63
71 C 2.79 -0.86 -2.86
72 C 3.06 -1.72 -1.79
73 C 3.89 -2.80 -2.01
74 N 4.44 -3.08 -3.19
75 C 4.18 -2.26 -4.20
76 C 3.38 -1.14 -4.10
77 H 2.65 -1.54 -0.81
78 H 4.13 -3.48 -1.20
79 H 4.65 -2.51 -5.15
80 H 3.21 -0.50 -4.95

***

No. 2
Molecular formula: C36H30BrN6O2SSe2Yb
Method: DFT, ωB97M-V with the def2-TZVPD basis set

* 2S+1: 2
* HOMO-LUMO gap (spin up / spin down): 0.2609 / 0.2608 hartree
* energy: -10802.80369 a.u.
* highest occupied orbital energy (spin up / spin down): -7.007 / -7.008 eV
* ΔE to the lowest compared entry with this formula, charge and spin: 0.0 kJ/mol
* max |F|: 1.1 eV/A

Element x y z (Å)
1 Yb -0.21 0.05 -0.03
2 O -1.55 1.18 1.21
3 C -1.96 1.01 2.44
4 C -3.32 1.19 2.78
5 C -3.76 1.01 4.06
6 C -2.87 0.68 5.11
7 C -1.54 0.55 4.81
8 C -1.07 0.69 3.49
9 C 0.35 0.65 3.26
10 N 0.93 0.50 2.12
11 C 2.34 0.86 2.03
12 C 2.41 1.99 1.03
13 N 1.87 1.50 -0.23
14 C 2.37 2.01 -1.29
15 C 2.10 1.62 -2.65
16 C 2.82 2.29 -3.67
17 C 2.72 1.91 -4.98
18 C 1.90 0.81 -5.30
19 C 1.19 0.15 -4.33
20 C 1.25 0.55 -2.98
21 O 0.54 -0.08 -2.09
22 H -4.00 1.44 1.97
23 H -4.82 1.13 4.28
24 H -3.23 0.55 6.12
25 H -0.82 0.33 5.60
26 H 0.98 0.84 4.13
27 H 2.93 0.03 1.65
28 H 2.75 1.17 3.00
29 H 3.44 2.35 0.92
30 H 1.80 2.82 1.41
31 H 3.13 2.79 -1.17
32 H 3.47 3.11 -3.38
33 H 3.27 2.44 -5.76
34 H 1.82 0.49 -6.33
35 H 0.54 -0.68 -4.58
36 S -3.60 -1.46 0.47
37 C -2.50 -2.03 1.69
38 C -3.05 -2.73 2.78
39 C -2.25 -3.25 3.75
40 C -0.87 -3.08 3.65
41 C -0.41 -2.35 2.59
42 N -1.17 -1.81 1.62
43 H -4.13 -2.85 2.82
44 H -2.67 -3.79 4.59
45 H -0.18 -3.47 4.39
46 H 0.65 -2.14 2.51
47 Se -2.07 1.20 -3.59
48 Se -2.64 -0.05 -1.47
49 C -1.86 -1.70 -2.11
50 C -2.11 -2.22 -3.37
51 C -1.56 -3.45 -3.68
52 C -0.80 -4.11 -2.72
53 C -0.59 -3.49 -1.50
54 N -1.09 -2.29 -1.21
55 C -1.17 2.61 -2.68
56 C -0.88 3.78 -3.39
57 C -0.31 4.84 -2.72
58 C -0.08 4.74 -1.35
59 C -0.39 3.55 -0.74
60 N -0.89 2.48 -1.39
61 H -2.73 -1.69 -4.08
62 H -1.73 -3.90 -4.65
63 H -0.37 -5.09 -2.91
64 H 0.01 -3.95 -0.73
65 H -1.11 3.84 -4.45
66 H -0.07 5.76 -3.25
67 H 0.33 5.56 -0.78
68 H -0.23 3.41 0.33
69 Br 3.06 -4.17 -3.28
70 C 2.92 -3.47 -1.54
71 C 3.58 -4.06 -0.48
72 C 3.42 -3.50 0.78
73 C 2.61 -2.39 0.91
74 N 1.95 -1.82 -0.11
75 C 2.13 -2.35 -1.32
76 H 4.19 -4.94 -0.63
77 H 3.92 -3.92 1.64
78 H 2.49 -1.92 1.88
79 H 1.58 -1.89 -2.13